Arrangement 1

Computed, not measured: 2 unconnected molecules or ions with the total composition C3H8Cl2O, with ωB97M-V with the def2-TZVPD basis set.

The net charge is 0. For the HOMO energy, the calculation gives -10.42 eV. The calculation puts the HOMO-LUMO gap at 11.161 eV.

Element x y z (Å)
Cl 4.29 4.22 -0.55
C 4.08 2.47 -0.45
Cl 3.08 1.83 -1.76
H 5.07 1.98 -0.49
H 3.61 2.21 0.52
C 0.85 3.89 2.96
C 0.27 2.99 1.89
O 0.76 1.67 2.13
H 1.95 3.88 2.92
H 0.53 3.54 3.96
H 0.50 4.92 2.83
H -0.84 3.00 1.93
H 0.57 3.34 0.89
H 0.39 1.08 1.44

---

Arrangement 2

Computed, not measured: 2 unconnected molecules or ions with the total composition C3H8Cl2O, with ωB97M-V with the def2-TZVPD basis set.

The net charge is 0. For the HOMO energy, the calculation gives -10.68 eV. The calculation puts the HOMO-LUMO gap at 11.259 eV.

Element x y z (Å)
C -2.17 -0.11 -0.96
C -0.95 -0.35 -0.07
C 0.22 0.55 -0.54
Cl 0.88 0.20 -2.15
Cl -0.23 2.31 -0.60
H -2.98 -0.85 -0.84
H -1.82 -0.13 -2.01
H -2.58 0.90 -0.75
H -1.22 -0.10 0.98
H -0.60 -1.39 -0.09
H 1.12 0.41 0.10
O 3.21 -0.80 2.29
H 2.96 0.11 2.58
H 4.17 -0.74 2.06

---

Most stable structure: arrangement 2

---

Arrangement 1

Computed, not measured: a single C2H3NS3 molecule, with ωB97M-V with the def2-TZVPD basis set.

The net charge is 0. For the HOMO energy, the calculation gives -9.08 eV. The calculation puts the HOMO-LUMO gap at 8.336 eV.

Element x y z (Å)
S 3.28 -0.24 0.00
C 1.83 0.48 0.00
S 0.32 -0.38 0.00
C -0.82 0.99 0.00
N -2.09 0.93 0.00
S -3.01 -0.47 0.00
H 1.73 1.58 0.02
H -0.40 1.99 -0.01
H -2.07 -1.43 0.01

---

Arrangement 2

Computed, not measured: a single C2H3NS3 molecule, with ωB97M-V with the def2-TZVPD basis set.

The net charge is 0. For the HOMO energy, the calculation gives -8.66 eV. The calculation puts the HOMO-LUMO gap at 8.020 eV.

Element x y z (Å)
N -1.05 -0.03 1.15
C -0.74 -0.18 -0.16
S -1.89 -0.30 -1.37
C 0.71 -0.25 -0.55
S 1.54 -1.66 -0.58
S 1.26 1.39 -0.71
H -2.01 -0.02 1.41
H -0.39 -0.01 1.87
H 2.56 1.06 -1.07

---

Most stable structure: arrangement 2